Formula: C23H43N2OP3STl
Source: OMol25
Level of theory: wB97M-V/def2-TZVPD

Geometry (Å):
Tl (-0.635, -0.488, -0.447)
P (2.089, 1.552, 1.362)
P (-2.204, 2.464, 0.647)
P (0.868, 2.003, -1.761)
H (-0.259, -5.118, -0.952)
C (0.724, -5.203, -1.429)
C (1.828, -4.832, -0.766)
H (1.800, -4.590, 0.306)
C (2.509, 0.972, 3.051)
C (2.383, 3.347, 1.637)
C (3.707, 1.130, 0.600)
C (-3.863, 2.009, -0.012)
C (-2.735, 2.805, 2.368)
C (-2.138, 4.198, 0.039)
C (1.945, 0.748, -2.593)
C (1.802, 3.519, -2.211)
C (-0.459, 2.096, -3.045)
H (0.738, -5.508, -2.479)
H (2.796, -4.753, -1.259)
H (2.328, -0.106, 3.103)
H (1.871, 1.463, 3.792)
H (3.562, 1.174, 3.281)
H (1.688, 3.693, 2.412)
H (2.186, 3.904, 0.715)
H (3.415, 3.526, 1.965)
H (3.787, 0.037, 0.566)
H (4.517, 1.535, 1.219)
H (3.782, 1.525, -0.418)
H (-4.578, 2.816, 0.202)
H (-4.208, 1.081, 0.464)
H (-3.805, 1.848, -1.096)
H (-3.657, 3.399, 2.357)
H (-1.951, 3.356, 2.896)
H (-2.914, 1.864, 2.899)
H (-3.126, 4.665, 0.147)
H (-1.837, 4.216, -1.016)
H (-1.400, 4.766, 0.620)
H (1.837, 0.866, -3.681)
H (1.646, -0.276, -2.321)
H (2.996, 0.892, -2.310)
H (1.979, 3.538, -3.296)
H (2.762, 3.537, -1.679)
H (1.217, 4.403, -1.922)
H (0.016, 2.134, -4.039)
H (-1.057, 3.007, -2.888)
H (-1.126, 1.220, -2.997)
C (-0.606, -2.764, -4.693)
C (-1.613, -2.507, -5.650)
C (-1.690, -3.251, -6.830)
C (-0.770, -4.277, -7.071)
C (0.261, -4.511, -6.155)
C (0.349, -3.754, -4.981)
S (-0.552, -1.785, -3.217)
H (-0.196, -2.637, -2.175)
H (-2.351, -1.732, -5.449)
H (-2.481, -3.051, -7.557)
H (-0.856, -4.889, -7.969)
H (0.998, -5.294, -6.339)
H (1.142, -3.961, -4.265)
N (-1.023, -1.096, 7.940)
C (-1.161, -1.941, 6.863)
O (-1.526, -3.102, 6.996)
C (-0.913, -1.329, 5.513)
C (-0.873, 0.050, 5.270)
C (-0.681, 0.506, 3.956)
N (-0.547, -0.319, 2.904)
C (-0.572, -1.642, 3.133)
C (-0.764, -2.183, 4.410)
H (-1.084, -1.514, 8.842)
H (-0.459, -0.250, 7.869)
H (-0.999, 0.773, 6.074)
H (-0.630, 1.584, 3.767)
H (-0.439, -2.295, 2.264)
H (-0.796, -3.263, 4.517)

Forces on atoms 1 to 2 (eV/Å):
-0.303 0.344 0.513
1.964 1.090 0.134

## Properties
Kohn-Sham gap (spin up / spin down), eV: 1.5274 / 3.3070
Net charge: +3
Electronic energy, eV: -72941.90055
HOMO energy (spin up / spin down), eV: -14.786 / -14.785
Energy above the lowest of the compared OMol25 structures with the same formula, charge and spin, kJ/mol: 287.8